Entry 1
Entry from the Open Molecules 2025 dataset: a cluster of 2 separate species, C5H10N in total (ωB97M-V/def2-TZVPD).

Geometry (Å):
C  -0.898  -0.897  2.557
C  -0.149  -0.124  1.810
C  0.210  1.847  0.383
C  0.480  -1.244  -2.463
C  0.543  0.532  0.897
N  -0.167  -1.079  -1.376
H  -1.002  -0.805  3.625
H  0.987  2.238  -0.403
H  -0.932  2.000  0.063
H  0.276  2.486  1.263
H  0.342  -0.671  -3.361
H  1.408  -1.887  -2.590
H  -1.884  -1.249  2.117
H  1.371  0.070  0.463
H  0.096  -1.508  -0.468
H  -1.086  -0.623  -1.480

## Properties
Lowest unoccupied orbital energy ... -0.2118 Eh
Net charge ... +1
HOMO-LUMO gap ... 7.14 eV

From a Mulliken analysis of the wavefunction, the atomic charges in e read: C -0.8717; C 0.1568; C -0.8701; C -0.0812; C -0.2732; N -0.1395; H 0.3033; H 0.2774; H 0.2612; H 0.3139; H 0.2986; H 0.2762; H 0.2235; H 0.5515; H 0.3029; H 0.2705

=====

Entry 2
Entry from the Open Molecules 2025 dataset: a structure of composition C5H10N (ωB97M-V/def2-TZVPD).

Geometry (Å):
C  1.241  -1.036  0.538
C  0.381  1.014  1.566
C  1.607  0.350  1.280
C  0.872  -0.074  -0.517
C  -1.714  -0.066  -1.359
N  0.816  1.119  0.212
H  2.033  -1.618  0.299
H  0.404  -1.687  1.039
H  -0.380  0.399  1.823
H  0.523  1.966  2.131
H  2.665  0.698  1.513
H  1.334  0.000  -1.529
H  -1.855  -0.009  -2.525
H  -2.593  -0.483  -0.875
H  -0.880  -0.729  -1.054
H  -1.332  0.859  -0.949

## Properties
Lowest unoccupied orbital energy ... -0.2226 Eh
Net charge ... +1
HOMO-LUMO gap ... 9.65 eV

From a Mulliken analysis of the wavefunction, the atomic charges in e read: C -0.6045; C -0.1464; C -0.1104; C 0.0715; C -0.7679; N -0.2433; H 0.3341; H 0.2462; H 0.2891; H 0.2308; H 0.3282; H 0.3707; H 0.2895; H 0.3066; H 0.1473; H 0.2584

=====

Entry 3
Entry from the Open Molecules 2025 dataset: the ion C5H10N with charge +1 (ωB97M-V/def2-TZVPD).

Geometry (Å):
C  -0.419  1.257  -0.250
C  -1.535  0.698  -0.242
C  0.999  1.549  0.168
C  -2.332  -0.436  0.309
C  1.914  -0.847  -0.402
N  1.413  0.161  0.512
H  -2.394  1.313  -0.734
H  1.571  1.929  -0.549
H  0.822  2.273  0.941
H  -2.376  -1.167  -0.356
H  -3.269  -0.194  0.723
H  -1.684  -0.736  1.118
H  1.167  -0.903  -1.289
H  2.742  -0.369  -0.929
H  2.126  -1.818  0.262
H  0.904  -0.014  1.325

## Properties
Lowest unoccupied orbital energy ... -0.2218 Eh
Net charge ... +1
HOMO-LUMO gap ... 8.07 eV

From a Mulliken analysis of the wavefunction, the atomic charges in e read: C 0.4094; C -0.0169; C -0.5922; C -1.1323; C -0.6506; N -0.2398; H 0.2962; H 0.4110; H 0.3071; H 0.3745; H 0.4020; H 0.2867; H 0.2776; H 0.2555; H 0.3085; H 0.3033

=====

What is the stability order? It is entry 1, entry 3, entry 2, from most stable to least stable.

=====

Entry 1
Entry from the Open Molecules 2025 dataset: an isolated molecule of C3H5PS (ωB97M-V/def2-TZVPD).

Geometry (Å):
C  0.618  0.817  1.637
P  1.627  0.025  0.537
C  0.584  -0.458  -0.784
C  -0.881  -0.244  -0.732
S  1.270  -1.335  -2.040
H  0.944  1.275  2.511
H  -0.448  0.739  1.319
H  -1.417  -1.159  -0.398
H  -1.274  0.635  -0.211
H  -1.023  -0.296  -1.838

## Properties
Lowest unoccupied orbital energy ... -0.0535 Eh
Structure (SMILES) ... C=PC(C)=S
HOMO-LUMO gap ... 7.58 eV

From a Mulliken analysis of the wavefunction, the atomic charges in e read: C -0.4357; P -0.0477; C 0.2616; C -1.0725; S -0.1618; H 0.2901; H 0.1161; H 0.2894; H 0.4366; H 0.3239

=====

Entry 2
Entry from the Open Molecules 2025 dataset: a cluster of 2 separate species, C3H5PS in total (ωB97M-V/def2-TZVPD).

Geometry (Å):
C  -1.036  1.886  -0.988
C  0.171  1.274  -0.716
S  0.160  1.178  1.110
C  -1.356  1.201  0.221
H  -1.460  2.287  -1.847
H  -2.074  0.376  0.360
P  1.903  -1.710  0.262
H  0.874  -2.325  -0.405
H  1.960  -3.020  1.003
H  0.859  -1.146  1.001

## Properties
Lowest unoccupied orbital energy ... 0.0074 Eh
Structure (SMILES) ... C1=C2S[C@@H]12.P
HOMO-LUMO gap ... 9.16 eV

From a Mulliken analysis of the wavefunction, the atomic charges in e read: C -0.3853; C -0.0052; S -0.1141; C -0.1222; H 0.3708; H 0.2445; P -0.0695; H 0.0391; H 0.0584; H -0.0165

=====

What is the stability order? It is entry 1, entry 2, from most stable to least stable.

=====

Entry 1
Entry from the Open Molecules 2025 dataset: an isolated molecule of C3H5PS (ωB97M-V/def2-TZVPD).

Geometry (Å):
C  -0.544  0.924  1.783
P  0.719  -0.025  1.222
C  0.184  0.050  -0.577
C  0.568  -1.144  -1.353
S  -0.516  -2.072  -2.014
H  -0.552  1.422  2.779
H  -1.408  1.094  1.240
H  0.835  0.943  -0.816
H  -0.869  0.197  -0.826
H  1.584  -1.389  -1.437

## Properties
Lowest unoccupied orbital energy ... -0.0029 Eh
Structure (SMILES) ... C=PCC=S
HOMO-LUMO gap ... 8.64 eV

From a Mulliken analysis of the wavefunction, the atomic charges in e read: C -0.4410; P 0.0202; C -0.5842; C -0.2217; S -0.2662; H 0.2484; H 0.2496; H 0.2668; H 0.3856; H 0.3425

=====

Entry 2
Entry from the Open Molecules 2025 dataset: an isolated molecule of C3H5PS (ωB97M-V/def2-TZVPD).

Geometry (Å):
C  -1.639  0.095  -0.192
P  -0.991  -1.423  -0.186
C  0.673  -0.762  0.352
C  0.808  0.569  -0.336
S  -0.692  1.531  0.093
H  -2.853  0.402  -0.195
H  1.591  -1.290  0.267
H  0.509  -0.680  1.478
H  1.751  1.100  0.140
H  0.843  0.458  -1.421

## Properties
Lowest unoccupied orbital energy ... 0.0173 Eh
Structure (SMILES) ... C1=PCCS1
HOMO-LUMO gap ... 8.69 eV

From a Mulliken analysis of the wavefunction, the atomic charges in e read: C -0.0813; P -0.1558; C -0.7145; C -0.5352; S -0.0860; H 0.2379; H 0.4001; H 0.2963; H 0.3111; H 0.3274

=====

What is the stability order? It is entry 2, entry 1, from most stable to least stable.

=====

Entry 1
Entry from the Open Molecules 2025 dataset: a cluster of 5 separate species, H10O5 in total (ωB97M-V/def2-TZVPD).

Geometry (Å):
O  11.712  6.275  -15.755
H  11.571  7.184  -15.488
H  10.872  5.845  -15.593
O  15.984  7.146  -12.216
H  15.451  6.397  -12.485
H  16.642  7.231  -12.906
O  13.998  7.638  -15.220
H  14.822  7.736  -14.743
H  13.779  6.710  -15.133
O  13.856  7.464  -18.213
H  13.923  7.809  -17.322
H  14.763  7.336  -18.490
O  17.676  7.136  -14.630
H  17.789  6.432  -15.268
H  18.370  7.763  -14.838

## Properties
2S+1 ... 2
Lowest unoccupied orbital energy (alpha / beta) ... -0.1343 / -0.4259 Eh
Net charge ... +1
HOMO-LUMO gap (alpha / beta) ... 12.43 / 2.90 eV

From a Mulliken analysis of the wavefunction, the atomic charges in e read: O -0.5866; H 0.3547; H 0.3235; O -0.5050; H 0.3320; H 0.3731; O -0.5293; H 0.3184; H 0.4149; O -0.2931; H 0.4165; H 0.3875; O -0.6444; H 0.3116; H 0.3261

=====

Entry 2
Entry from the Open Molecules 2025 dataset: a cluster of 5 separate species, H10O5 in total (ωB97M-V/def2-TZVPD).

Geometry (Å):
O  -4.268  1.153  0.879
O  2.502  -0.695  -1.725
O  2.898  -0.057  1.561
O  5.124  1.111  -1.936
O  -6.217  -1.550  1.516
H  -3.456  0.657  0.686
H  1.804  -0.573  -2.383
H  2.188  0.495  1.199
H  5.730  0.804  -2.639
H  -5.927  -0.627  1.648
H  -4.119  2.021  0.447
H  2.374  -1.479  -1.194
H  3.484  -0.157  0.789
H  4.484  0.405  -1.779
H  -7.166  -1.533  1.307

## Properties
2S+1 ... 2
Lowest unoccupied orbital energy (alpha / beta) ... -0.1003 / -0.4369 Eh
Net charge ... +1
HOMO-LUMO gap (alpha / beta) ... 12.58 / 1.36 eV

From a Mulliken analysis of the wavefunction, the atomic charges in e read: O -0.6013; O -0.6417; O -0.4945; O -0.4274; O -0.4078; H 0.3299; H 0.3161; H 0.3703; H 0.3880; H 0.3885; H 0.3394; H 0.3405; H 0.3387; H 0.3691; H 0.3925

=====

What is the stability order? It is entry 1, entry 2, from most stable to least stable.